Computed, not measured: a single C15H21N3O7S molecule in a non-equilibrium geometry, with wB97M-V/def2-TZVPD.

Positions of all 47 atoms, in Å:
C 0.5651 3.7653 -2.1705
O 0.3280 2.7058 -1.2661
C 0.6024 2.8967 0.0393
C 0.9928 4.1087 0.6024
C 1.1732 4.2256 1.9671
C 0.9683 3.1203 2.7791
N 1.1392 3.2344 4.1992
O 0.9161 2.2515 4.8759
O 1.4941 4.3075 4.6410
C 0.6157 1.8881 2.2343
C 0.4352 1.7649 0.8710
N 0.1024 0.5561 0.2580
C -0.6963 -0.4300 0.9600
C -1.6574 -1.0806 -0.0470
O -2.7087 -0.5623 -0.3608
N -1.2152 -2.2525 -0.5313
C -1.9388 -3.0186 -1.5172
C -1.8789 -4.5234 -1.1918
C -0.4943 -5.1214 -1.4661
C -0.5811 -5.4715 -2.9534
C -2.0852 -5.7029 -3.1735
O -2.7664 -5.2524 -2.0118
S 1.1644 -0.0281 -0.9090
C 0.2367 0.0449 -2.4617
O 2.3069 0.8262 -0.9778
O 1.4004 -1.4181 -0.6114
H -0.0506 4.6379 -1.9338
H 1.6215 4.0457 -2.1796
H 0.2815 3.3865 -3.1509
H 1.1447 4.9761 -0.0183
H 1.4639 5.1640 2.4127
H 0.4986 1.0426 2.8939
H -1.2992 0.0870 1.7083
H -0.0654 -1.1866 1.4382
H -0.2433 -2.4897 -0.3734
H -2.9788 -2.6846 -1.5002
H -1.5329 -2.8427 -2.5202
H -2.2062 -4.6680 -0.1572
H -0.3636 -6.0252 -0.8713
H 0.3164 -4.4315 -1.2423
H -0.2255 -4.6433 -3.5662
H 0.0031 -6.3539 -3.2034
H -2.3248 -6.7633 -3.2979
H -2.4555 -5.1604 -4.0513
H 0.6566 0.8399 -3.0607
H -0.8004 0.2447 -2.2280
H 0.3491 -0.9121 -2.9548

Forces on the atoms, in the same order (eV/Å):
C 0.03 0.17 -0.13
O -0.12 0.03 0.27
C -0.13 0.11 0.41
C -0.06 -0.16 -0.30
C 0.00 -0.24 0.43
C -0.16 0.00 -1.35
N 0.06 0.08 0.57
O -0.04 -0.21 0.20
O 0.08 0.21 0.13
C 0.05 0.08 -0.01
C 0.34 0.98 0.02
N 0.46 -0.35 -0.61
C -0.24 -0.42 -0.05
C 0.03 -0.07 0.45
O -0.23 0.27 -0.05
N 0.17 -0.59 -0.12
C -0.39 -0.31 0.04
C 0.20 0.36 0.22
C -0.30 -0.08 0.05
C -0.13 0.06 0.01
C 0.03 -0.23 -0.36
O -0.09 0.11 0.07
S 0.12 -0.17 -0.36
C 0.30 -0.03 0.60
O -0.09 0.21 0.00
O -0.07 -0.07 0.08
H 0.03 -0.06 0.00
H -0.03 -0.02 0.02
H 0.03 0.05 0.05
H -0.01 0.06 -0.08
H 0.00 0.03 0.00
H 0.00 -0.07 0.01
H 0.06 -0.06 -0.16
H -0.10 0.11 0.07
H -0.22 0.11 0.07
H 0.15 -0.05 -0.07
H -0.05 0.02 -0.05
H 0.07 0.06 -0.07
H 0.05 0.04 0.05
H 0.12 -0.01 0.05
H 0.03 -0.02 -0.03
H 0.05 0.02 -0.04
H 0.03 0.10 -0.05
H 0.04 -0.08 0.06
H 0.07 0.14 -0.04
H -0.21 0.03 0.01
H 0.07 -0.16 -0.01

As for the energy relative to the best compared isomer or geometry (same formula, charge and spin): 59.27 kJ/mol. Its multiplicity is 1. As for the largest force on an atom: 1.36 eV Å⁻¹. As for the total energy: -1673.210104 a.u. The value obtained for the HOMO-LUMO gap is 0.317 hartree.

***

Computed, not measured: a single C6H4N4 molecule in a non-equilibrium geometry, with wB97M-V/def2-TZVPD.

Positions of all 14 atoms, in Å:
H 0.4855 -1.9607 1.9705
N -0.1300 -1.9889 1.1586
C -0.0044 -0.9752 0.4232
C -0.8925 -0.9009 -0.8106
C -2.1150 -0.0941 -0.6001
N -3.0989 0.4732 -0.4044
C 1.0009 0.1696 0.6185
C 2.0569 -0.0053 -0.4019
N 2.8621 -0.1120 -1.2221
C 0.3763 1.4666 0.5507
N -0.0681 2.5253 0.5334
H -1.1027 -1.9417 -1.0848
H -0.3294 -0.5084 -1.6567
H 1.4572 0.1632 1.6330

Forces on the atoms, in the same order (eV/Å):
H 0.08 -0.05 0.03
N 0.24 0.35 0.12
C -0.59 -0.37 0.10
C 0.21 -0.01 -0.24
C -0.24 -0.33 0.10
N 0.69 -0.28 -0.16
C 0.61 -0.75 0.63
C 0.63 0.38 -0.51
N -0.72 -0.05 0.73
C -0.36 1.31 -0.40
N 0.04 -0.33 0.01
H -0.45 0.33 0.21
H -0.01 0.31 -0.06
H -0.12 -0.51 -0.56

As for the energy relative to the best compared isomer or geometry (same formula, charge and spin): 79.57 kJ/mol. Its multiplicity is 1. As for the largest force on an atom: 1.42 eV Å⁻¹. As for the total energy: -449.997896 a.u. The value obtained for the HOMO-LUMO gap is 0.423 hartree.

***

Computed, not measured: 13 unconnected molecules or ions with the total composition C13H52N26O13 in a non-equilibrium geometry, with wB97M-V/def2-TZVPD.

Positions of all 104 atoms, in Å:
C 7.2634 11.6395 7.2606
O 6.5899 11.4769 6.2795
N 8.6655 11.5708 7.1797
N 6.6955 11.8785 8.5250
H 9.2193 12.0916 7.8457
H 9.0528 11.5904 6.2552
H 5.7302 11.6210 8.5351
H 7.1210 11.6363 9.3941
C 9.9464 16.1318 14.0105
O 11.1633 15.9512 13.6327
N 9.0265 16.8565 13.2441
N 9.4942 15.5423 15.2014
H 8.0859 17.0223 13.5634
H 9.2703 17.1947 12.3199
H 10.1105 14.8786 15.6816
H 8.5553 15.1553 15.2986
C 12.9633 15.5832 10.3629
O 13.6281 15.5790 9.3487
N 12.3038 14.3967 10.7376
N 12.6920 16.6517 11.1162
H 11.8939 14.2754 11.6718
H 12.5281 13.5715 10.2062
H 13.2951 17.3775 10.7837
H 12.2165 16.6948 11.9835
C 12.5820 10.6181 8.5767
O 12.9911 11.3886 9.4127
N 12.2529 11.1196 7.3181
N 12.4681 9.2527 8.8772
H 12.7084 11.9735 7.1266
H 11.9660 10.5038 6.5790
H 12.6351 8.6738 8.0744
H 12.9836 9.0214 9.7239
C 9.6287 11.7765 11.7166
O 8.5761 11.8027 10.9816
N 10.7343 10.9270 11.4584
N 9.7706 12.6548 12.8313
H 10.7916 10.4004 10.5790
H 11.6601 10.9828 11.8828
H 9.0502 13.3159 12.9883
H 10.3015 12.3828 13.6459
C 12.5378 12.9993 15.8591
O 11.3142 12.8640 15.5918
N 13.2732 12.0819 16.5973
N 13.3106 14.0770 15.3440
H 14.2456 12.3169 16.8615
H 12.7964 11.2782 17.0192
H 14.2899 13.9577 15.3465
H 12.8538 14.8456 14.8731
C 7.1985 8.0381 9.3675
O 6.7374 7.1956 8.6021
N 6.6297 8.2432 10.6232
N 8.3366 8.8316 9.0511
H 5.8681 7.6037 10.7393
H 7.0547 8.7278 11.4084
H 8.2854 8.8060 8.0401
H 8.4384 9.8036 9.3315
C 7.3582 12.7921 16.1930
O 7.3240 13.3878 15.0706
N 6.2330 12.8789 17.0338
N 8.4726 11.9746 16.5669
H 5.6207 13.6812 16.9483
H 6.3402 12.3733 17.8820
H 9.3699 12.1781 16.1023
H 8.6778 11.7060 17.5192
C 10.4266 9.1257 16.2638
O 10.6588 9.6631 17.3867
N 10.2433 9.8517 15.0874
N 10.2216 7.7763 16.0272
H 10.1258 9.4605 14.1747
H 10.5108 10.8221 15.1459
H 10.0465 7.4520 15.0769
H 10.4143 7.1008 16.7326
C 9.3134 6.8676 12.1985
O 9.4858 7.3001 13.3716
N 10.1607 7.1384 11.1644
N 8.4228 5.8324 11.9452
H 10.8935 7.8253 11.1965
H 9.7075 7.2709 10.2745
H 8.1932 5.6402 10.9667
H 7.9051 5.4099 12.6800
C 13.5676 8.7516 13.1434
O 13.0203 9.1992 12.1490
N 14.0024 9.6124 14.1947
N 13.6419 7.3567 13.3599
H 14.8851 9.3896 14.6822
H 14.0324 10.5698 13.8452
H 14.1407 6.9307 14.1230
H 13.3347 6.8476 12.5558
C 5.8419 9.7093 14.0896
O 4.9438 8.9530 13.9884
N 6.8976 9.4253 14.8717
N 5.9055 10.8007 13.2476
H 7.6380 10.0805 15.0378
H 6.7043 8.7809 15.5916
H 6.7996 11.2000 13.0451
H 5.1883 10.7418 12.5360
C 6.2184 15.2419 11.2121
O 7.0087 16.0621 10.7834
N 6.3717 14.6252 12.4827
N 5.1007 14.9983 10.5289
H 5.7988 13.9269 12.9397
H 7.2765 14.7966 12.8680
H 4.3616 14.4899 10.9888
H 4.8740 15.5103 9.6945

Forces on the atoms, in the same order (eV/Å):
C 0.86 0.07 1.10
O -0.66 -0.12 -0.68
N -0.42 0.13 1.05
N 0.22 -0.15 -1.22
H -0.17 -0.04 0.13
H -0.31 0.06 -0.27
H -0.48 0.07 -0.29
H 0.99 0.12 0.32
C 1.64 -1.00 -0.97
O -3.08 0.87 1.01
N 1.24 -0.96 1.28
N -0.02 0.10 -0.36
H 0.13 -0.11 0.01
H 0.07 -0.35 0.36
H 0.30 0.61 -0.85
H -0.02 0.58 -0.61
C -1.85 -3.47 0.16
O 0.74 0.69 -0.42
N 0.02 0.74 0.82
N 1.16 1.20 -1.00
H 0.29 0.23 -0.80
H 0.13 -0.03 0.03
H -0.15 0.81 0.48
H -0.44 -0.34 0.81
C 0.52 0.27 -0.32
O 0.09 0.47 0.74
N -0.54 -2.07 1.17
N -0.35 0.94 -0.70
H 0.26 0.86 -0.37
H 0.13 0.11 -0.16
H -0.02 -0.51 0.06
H -0.10 0.08 -0.25
C -0.61 0.36 -0.76
O 3.14 -0.42 1.99
N -1.42 0.61 0.03
N 0.58 -2.15 -1.92
H -0.61 0.57 0.64
H -0.65 0.41 0.10
H -0.80 0.22 0.07
H 0.21 0.17 -0.21
C 0.23 0.60 -1.08
O 1.89 0.20 0.73
N -0.05 0.79 -0.33
N -2.21 -2.02 1.28
H -1.33 -0.39 -0.14
H 0.20 0.56 -0.32
H 0.81 0.31 -0.10
H -0.12 -0.17 -0.24
C -0.27 0.77 1.37
O 0.77 0.83 0.57
N 0.58 -0.12 -1.38
N -0.95 -1.09 -0.98
H -0.21 0.01 0.69
H -0.17 -0.18 -0.46
H 0.76 0.17 -0.24
H -0.48 -0.24 0.59
C 0.01 0.84 -1.60
O 0.55 -1.26 2.64
N 2.30 -0.62 -1.19
N -1.17 1.44 -0.62
H 0.28 -0.43 -0.05
H -0.45 0.07 0.79
H -0.93 0.12 0.00
H -0.55 0.03 0.11
C -0.39 -0.17 0.16
O -0.22 -1.10 -2.55
N 0.42 0.71 1.55
N 0.28 1.17 0.25
H 0.04 -0.63 -0.19
H 0.11 -0.12 0.01
H 0.02 0.14 0.30
H 0.05 -0.02 0.46
C 0.62 -1.13 2.92
O -0.39 -0.52 -2.34
N -0.36 0.35 -1.20
N 0.89 1.36 -1.42
H -0.04 0.42 1.10
H -0.22 -0.36 -0.44
H 0.05 -0.15 0.84
H -0.41 0.19 0.38
C 0.11 -0.96 1.43
O 0.15 -0.14 0.06
N 0.59 -0.69 -0.95
N 0.12 2.60 -0.21
H -0.91 -0.14 -0.46
H -0.10 -0.34 0.15
H -0.12 0.06 -0.18
H 0.05 -0.50 0.05
C 1.98 1.33 -1.35
O -3.59 -2.41 0.17
N 1.03 0.98 0.14
N -0.13 0.12 0.49
H 0.19 0.22 0.15
H -0.03 -0.76 0.64
H 0.21 0.40 -0.36
H 0.47 0.18 -0.01
C 0.54 0.52 1.46
O 0.91 -0.09 0.36
N -0.17 0.77 -1.49
N -1.86 -1.35 0.15
H 0.14 0.14 -0.47
H 0.18 -0.07 0.26
H 0.00 0.02 -0.31
H 0.32 0.07 0.15

As for the energy relative to the best compared isomer or geometry (same formula, charge and spin): 257.44 kJ/mol. Its multiplicity is 1. As for the largest force on an atom: 4.33 eV Å⁻¹. As for the total energy: -2928.874427 a.u. The value obtained for the HOMO-LUMO gap is 0.325 hartree.